i:
C28H43BN6O9Pb | ωB97M-V/def2-TZVPD

- M: 825.70 g mol⁻¹
- Frontier orbital gap: 8.1 eV
- HOMO energy: -7.93 eV

```
! RIJCOSX wB97M-V def2-TZVPD def2/J DEFGRID3
* xyz 0 1
Pb 3.991 8.574 13.650
O 9.504 15.230 13.959
C 9.327 13.979 14.087
O 8.911 13.112 13.106
B 8.932 11.762 13.658
O 9.382 11.879 15.080
C 9.551 13.152 15.388
O 9.906 13.564 16.464
O 9.743 10.764 12.936
C 9.007 9.641 12.752
O 9.357 8.518 12.320
C 7.553 9.992 13.190
O 7.543 11.211 13.560
O 6.576 9.198 13.235
O 1.814 9.261 13.056
H 0.954 9.720 13.107
C -0.812 8.897 18.195
C -0.970 7.781 17.128
C -0.233 8.122 15.800
C 1.243 8.032 15.954
N 2.378 7.909 15.996
H -1.568 9.681 18.157
H 0.174 9.359 18.247
H -1.025 8.446 19.164
H -2.032 7.595 16.964
H -0.538 6.827 17.429
H -0.483 9.161 15.583
H -0.570 7.524 14.954
C 6.718 2.942 15.007
C 5.483 3.305 15.875
C 5.627 4.594 16.631
C 5.596 5.812 15.756
N 5.565 6.744 15.054
H 6.879 3.696 14.236
H 6.544 2.077 14.367
H 7.620 2.627 15.532
H 5.273 2.516 16.597
H 4.594 3.384 15.248
H 6.632 4.628 17.053
H 4.850 4.728 17.383
C 2.224 2.398 13.180
C 1.107 3.058 13.995
C 1.477 4.306 14.757
C 2.255 5.320 13.997
N 2.902 6.071 13.358
H 2.519 3.001 12.322
H 1.956 1.416 12.789
H 3.113 2.320 13.806
H 0.733 2.318 14.703
H 0.245 3.244 13.355
H 1.982 4.187 15.716
H 0.579 4.865 15.020
C 7.640 5.440 11.606
C 7.581 5.967 10.169
C 7.051 7.386 10.037
C 5.747 7.627 10.636
N 4.723 7.856 11.123
H 7.788 4.363 11.683
H 6.734 5.621 12.184
H 8.497 5.713 12.222
H 6.823 5.400 9.628
H 8.488 5.760 9.601
H 6.884 7.660 8.996
H 7.834 8.001 10.481
C 5.584 13.907 15.036
C 5.656 14.439 13.614
C 4.671 13.697 12.636
C 4.444 12.251 12.802
N 4.304 11.096 12.951
H 4.602 14.082 15.474
H 6.295 14.357 15.728
H 5.766 12.833 15.067
H 6.616 14.349 13.107
H 5.475 15.514 13.580
H 5.041 13.833 11.620
H 3.729 14.246 12.616
C 5.800 10.341 19.412
C 6.977 10.024 18.450
C 6.935 10.746 17.081
C 5.794 10.327 16.227
N 4.939 9.970 15.578
H 5.943 9.845 20.372
H 4.768 10.289 19.065
H 5.978 11.380 19.689
H 6.951 8.945 18.293
H 7.912 10.240 18.965
H 7.827 10.476 16.515
H 7.083 11.817 17.222
*
```

=====

ii:
C28H43BN6O9Pb | ωB97M-V/def2-TZVPD

- M: 825.70 g mol⁻¹
- Frontier orbital gap: 2.6 eV
- HOMO energy: -8.22 eV

```
! RIJCOSX wB97M-V def2-TZVPD def2/J DEFGRID3
* xyz 0 1
Pb 0.971 -0.139 0.566
O 12.008 0.021 6.339
C 11.181 -0.789 5.851
O 10.334 -0.649 4.835
B 9.591 -1.894 4.599
O 10.007 -2.811 5.704
C 10.987 -2.234 6.406
O 11.652 -2.772 7.323
O 9.909 -2.505 3.269
C 8.853 -2.436 2.457
O 8.773 -2.746 1.279
C 7.671 -1.982 3.302
O 8.126 -1.758 4.566
O 6.513 -1.724 2.875
O 0.090 1.289 4.330
H -0.057 1.920 5.061
C -3.653 4.782 -6.279
C -2.229 4.373 -6.793
C -1.215 4.471 -5.598
C -1.597 3.714 -4.397
N -1.920 3.094 -3.416
H -4.409 4.509 -7.016
H -3.757 5.858 -6.141
H -3.876 4.249 -5.355
H -2.016 5.018 -7.646
H -2.266 3.355 -7.180
H -1.064 5.532 -5.400
H -0.241 4.097 -5.915
C -7.241 2.791 3.834
C -6.349 2.256 5.022
C -5.987 0.804 4.723
C -5.226 0.421 3.515
N -4.623 0.102 2.556
H -6.734 2.660 2.878
H -7.486 3.832 4.043
H -8.139 2.190 3.693
H -6.835 2.417 5.984
H -5.454 2.862 5.166
H -6.896 0.232 4.537
H -5.502 0.373 5.598
C -1.480 6.936 2.505
C -0.180 7.700 2.669
C 0.982 6.745 3.048
C 1.401 5.744 2.024
N 1.688 4.958 1.253
H -2.262 7.636 2.214
H -1.702 6.504 3.481
H -1.519 6.133 1.768
H -0.345 8.475 3.417
H 0.043 8.177 1.714
H 0.903 6.251 4.017
H 1.884 7.323 3.246
C -4.903 -7.430 4.455
C -4.185 -6.539 3.516
C -2.696 -6.982 3.420
C -1.804 -6.020 2.737
N -1.104 -5.249 2.226
H -4.946 -8.420 4.001
H -5.919 -7.111 4.685
H -4.340 -7.396 5.388
H -4.254 -5.497 3.828
H -4.667 -6.496 2.539
H -2.581 -7.965 2.965
H -2.291 -6.986 4.432
C -5.461 -1.533 -4.352
C -5.129 -2.765 -5.220
C -4.040 -3.681 -4.666
C -2.901 -3.020 -4.074
N -2.004 -2.415 -3.699
H -6.409 -1.056 -4.603
H -4.676 -0.797 -4.527
H -5.434 -1.819 -3.300
H -4.783 -2.464 -6.209
H -6.059 -3.329 -5.295
H -3.675 -4.408 -5.391
H -4.444 -4.205 -3.799
C 5.927 -2.962 -6.456
C 7.233 -2.167 -6.053
C 6.920 -0.745 -5.486
C 5.765 -0.646 -4.524
N 4.914 -0.567 -3.755
H 5.294 -2.198 -6.909
H 5.352 -3.191 -5.559
H 5.952 -3.832 -7.111
H 7.832 -2.073 -6.960
H 7.691 -2.852 -5.340
H 6.700 -0.201 -6.405
H 7.822 -0.341 -5.027
*
```

=====

Stability, highest: i

=====

i:
C13H47HgO13 | ωB97M-V/def2-TZVPD

- M: 612.10 g mol⁻¹
- Frontier orbital gap: 6.1 eV
- HOMO energy: -11.42 eV

```
! RIJCOSX wB97M-V def2-TZVPD def2/J DEFGRID3
* xyz 1 1
Hg 2.948 -1.928 0.086
C -0.778 0.014 0.002
C 0.572 -0.617 -0.132
O 0.682 -1.887 -0.214
O 1.598 0.106 -0.079
H -0.823 0.921 -0.598
H -0.914 0.289 1.047
H -1.563 -0.682 -0.280
C -3.129 0.694 -2.631
O -4.407 1.042 -2.137
H -2.773 -0.272 -2.268
H -3.120 0.693 -3.725
H -2.428 1.480 -2.346
H -5.101 0.757 -2.735
C 4.597 -0.745 -2.667
O 3.363 -1.111 -2.051
H 4.853 -1.415 -3.490
H 4.545 0.270 -3.067
H 5.388 -0.792 -1.924
H 2.655 -1.139 -2.720
C 4.553 0.947 0.416
O 4.702 -0.458 0.709
H 4.009 1.049 -0.515
H 3.981 1.439 1.207
H 5.528 1.429 0.363
H 5.372 -0.592 1.385
C 3.138 -1.604 3.502
O 2.444 -1.276 2.305
H 2.432 -1.895 4.280
H 3.780 -2.463 3.311
H 3.755 -0.770 3.841
H 1.858 -0.511 2.449
C -2.899 0.548 3.639
O -4.110 1.079 3.144
H -3.083 -0.447 4.051
H -2.152 0.415 2.846
H -2.478 1.225 4.390
H -4.003 1.276 2.201
C -3.222 3.118 0.623
O -3.761 1.806 0.462
H -3.729 3.857 0.006
H -3.229 3.361 1.684
H -2.154 3.132 0.343
H -4.084 1.719 -0.448
C 1.010 0.024 -3.888
O 1.366 -1.344 -4.067
H 0.126 0.289 -4.479
H 0.806 0.307 -2.852
H 1.797 0.642 -4.319
H 0.578 -1.895 -4.072
C -1.244 -5.114 -0.296
O -1.547 -3.800 0.186
H -0.854 -5.072 -1.314
H -0.534 -5.625 0.361
H -2.169 -5.684 -0.278
H -0.779 -3.237 0.031
C 1.897 3.726 -0.501
O 1.419 2.684 -1.335
H 1.281 3.844 0.399
H 2.926 3.532 -0.178
H 1.863 4.661 -1.051
H 1.667 1.840 -0.935
C -4.786 -1.882 -0.575
O -4.051 -3.075 -0.873
H -5.611 -1.809 -1.277
H -5.140 -1.895 0.458
H -4.138 -1.012 -0.703
H -3.213 -3.050 -0.387
C 0.839 2.066 2.695
O 0.849 0.787 3.322
H 1.717 2.637 3.015
H 0.893 1.948 1.614
H -0.047 2.647 2.944
H 0.267 0.799 4.087
*
```

=====

ii:
C13H47HgO13 | ωB97M-V/def2-TZVPD

- M: 612.10 g mol⁻¹
- Frontier orbital gap: 5.1 eV
- HOMO energy: -12.06 eV

```
! RIJCOSX wB97M-V def2-TZVPD def2/J DEFGRID3
* xyz 1 1
Hg 1.635 -3.059 1.605
C -0.642 0.170 -0.105
C 0.238 -0.856 0.562
O 1.351 -1.216 0.074
O -0.185 -1.604 1.454
H -0.423 1.078 0.462
H -1.688 -0.070 0.086
H -0.497 0.298 -1.175
C 3.258 1.506 -1.641
O 3.464 0.845 -0.385
H 4.079 2.129 -1.998
H 3.147 0.740 -2.409
H 2.439 2.224 -1.575
H 2.733 0.230 -0.275
C -3.448 1.593 -1.970
O -3.291 2.293 -0.767
H -4.142 2.196 -2.560
H -2.510 1.528 -2.521
H -3.841 0.574 -1.960
H -4.143 2.395 -0.328
C 0.198 0.893 -3.870
O 0.787 1.595 -4.964
H -0.578 0.200 -4.207
H 0.974 0.328 -3.357
H -0.328 1.587 -3.210
H 0.092 2.210 -5.217
C -0.426 -2.684 -2.742
O 0.344 -3.868 -2.881
H -1.095 -2.675 -3.605
H -1.040 -2.701 -1.842
H 0.145 -1.773 -2.921
H 0.382 -4.403 -2.086
C 3.164 -0.440 2.779
O 3.159 -1.876 2.850
H 3.899 -0.173 2.018
H 2.253 -0.015 2.362
H 3.481 -0.014 3.729
H 3.877 -2.029 3.473
C -4.802 0.677 2.008
O -5.568 1.209 0.909
H -3.765 0.882 1.741
H -5.117 1.116 2.954
H -4.951 -0.379 2.239
H -5.539 0.511 0.249
C -3.031 -3.040 0.950
O -2.835 -1.914 1.800
H -2.934 -2.695 -0.083
H -2.410 -3.910 1.171
H -4.081 -3.317 1.049
H -1.913 -1.649 1.670
C -1.173 4.326 0.878
O -0.942 3.468 -0.241
H -1.208 3.712 1.779
H -0.323 5.005 0.947
H -2.045 4.964 0.731
H -1.710 2.911 -0.432
C 3.056 -1.919 -3.168
O 3.330 -3.333 -3.253
H 3.976 -1.341 -3.092
H 2.388 -1.571 -3.956
H 2.552 -1.719 -2.216
H 2.478 -3.773 -3.342
C 0.378 -1.935 4.574
O 0.898 -3.092 3.910
H -0.092 -1.248 3.874
H -0.410 -2.277 5.246
H 1.058 -1.341 5.186
H 1.320 -3.705 4.519
C 2.502 3.264 1.863
O 3.678 2.513 2.068
H 2.199 3.615 2.848
H 2.573 4.038 1.096
H 1.732 2.601 1.451
H 3.908 2.187 1.190
*
```

=====

Stability, highest: i

=====

i:
C3H3LiNaO3 | ωB97M-V/def2-TZVPD

- M: 116.98 g mol⁻¹
- Frontier orbital gap (spin up / spin down): 3.9 / 6.2 eV
- HOMO energy (spin up / spin down): -4.73 / -7.02 eV

```
! RIJCOSX wB97M-V def2-TZVPD def2/J DEFGRID3
* xyz 0 2
C -1.408 0.292 0.211
C -0.068 -0.285 -0.107
O 0.853 0.779 -0.334
O -1.931 0.300 1.359
H -0.143 -0.928 -1.004
H 0.268 -0.930 0.724
O 2.459 -0.729 -0.609
C 2.165 0.481 -0.596
Li -3.753 0.374 1.728
Na 4.476 0.352 -0.995
H -2.918 0.295 -0.377
*
```

=====

ii:
C3H3LiNaO3 | ωB97M-V/def2-TZVPD

- M: 116.98 g mol⁻¹
- Frontier orbital gap (spin up / spin down): 4.6 / 4.6 eV
- HOMO energy (spin up / spin down): -6.43 / -6.43 eV

```
! RIJCOSX wB97M-V def2-TZVPD def2/J DEFGRID3
* xyz 0 2
C -1.125 0.423 0.321
C 0.249 -0.121 0.096
O 1.153 0.950 -0.094
O -2.113 -0.183 0.589
H 0.203 -0.788 -0.781
H 0.511 -0.736 0.973
O 2.749 -0.563 -0.315
C 2.465 0.653 -0.305
Li -4.069 -0.173 0.684
Na 5.330 0.321 -0.751
H -5.353 0.218 -0.417
*
```

=====

Stability, highest: ii

=====

i:
C16H17NO | ωB97M-V/def2-TZVPD

- M: 239.32 g mol⁻¹
- Frontier orbital gap: 8.5 eV
- HOMO energy: -7.79 eV

```
! RIJCOSX wB97M-V def2-TZVPD def2/J DEFGRID3
* xyz 0 1
C -2.257 1.703 0.793
C -1.248 1.822 -0.318
C -1.560 1.933 -1.645
N -0.435 2.377 -2.336
C 0.649 2.381 -1.493
C 1.989 2.658 -1.736
C 2.880 2.531 -0.686
C 2.448 2.057 0.575
C 1.117 1.794 0.780
C 0.169 1.958 -0.231
H -1.762 1.665 1.758
H -2.836 0.790 0.650
H -2.997 2.485 0.716
H -2.508 2.046 -2.114
H -0.375 2.282 -3.329
H 2.320 3.218 -2.603
H 3.862 2.983 -0.687
H 3.161 2.057 1.378
H 0.731 1.293 1.664
C -1.343 -1.993 2.706
C -0.617 -2.319 1.432
C -1.128 -3.263 0.546
C -0.560 -3.422 -0.711
C 0.691 -2.878 -0.974
O 1.485 -3.302 -2.002
C 1.195 -1.899 -0.138
C 0.481 -1.577 1.010
H -1.643 -2.913 3.207
H -2.271 -1.453 2.475
H -0.820 -1.267 3.325
H -1.864 -4.003 0.836
H -1.011 -4.084 -1.434
H 1.087 -3.352 -2.872
H 2.200 -1.511 -0.245
H 0.770 -0.796 1.700
*
```

=====

ii:
C16H17NO | ωB97M-V/def2-TZVPD

- M: 239.32 g mol⁻¹
- Frontier orbital gap: 8.2 eV
- HOMO energy: -7.64 eV

```
! RIJCOSX wB97M-V def2-TZVPD def2/J DEFGRID3
* xyz 0 1
C 0.572 -2.709 -0.245
C 0.244 -1.809 0.903
C 0.302 -0.450 0.933
N -0.176 0.022 2.136
C -0.573 -1.036 2.914
C -1.128 -1.076 4.184
C -1.428 -2.307 4.727
C -1.175 -3.480 4.002
C -0.624 -3.455 2.733
C -0.317 -2.211 2.166
H 0.388 -2.167 -1.175
H -0.095 -3.572 -0.229
H 1.597 -3.077 -0.279
H 0.662 0.192 0.144
H -0.256 1.003 2.316
H -1.276 -0.158 4.738
H -1.854 -2.390 5.718
H -1.414 -4.419 4.489
H -0.446 -4.384 2.209
C 1.109 1.906 -4.994
C 0.663 2.152 -3.576
C 1.596 2.469 -2.587
C 1.211 2.704 -1.276
C -0.139 2.635 -0.947
O -0.558 2.873 0.335
C -1.085 2.321 -1.903
C -0.672 2.082 -3.206
H 1.819 2.667 -5.315
H 0.240 1.946 -5.653
H 1.558 0.924 -5.143
H 2.642 2.550 -2.858
H 1.984 2.915 -0.547
H 0.165 3.188 0.898
H -2.130 2.289 -1.637
H -1.406 1.865 -3.974
*
```

=====

Stability, highest: ii